DFT (wB97M-V/def2-TZVPD) results for C18H46N4O12V as an isolated structure.

ORCA input file:
```
! RIJCOSX wB97M-V def2-TZVPD def2/J DEFGRID3
* xyz -1 1
C -5.13 1.29 4.12
H 3.45 7.21 -4.85
C -3.94 -4.09 -2.67
H -5.28 3.13 3.02
O -3.91 3.27 -1.43
C -4.01 4.60 -1.39
H -2.41 -1.81 3.76
H -4.61 -4.80 -3.15
H -5.26 -1.66 -2.77
H -2.24 -1.55 5.48
C -3.53 -3.16 -5.06
H -3.12 1.34 3.45
H -3.61 -2.30 -5.73
O -3.51 -0.23 4.69
H 2.48 -3.36 6.33
H 3.87 4.18 -4.99
H -3.06 3.25 -1.00
C 5.08 6.50 -6.13
H 5.90 7.22 -6.05
O -2.24 -3.62 -5.16
H -2.99 -4.57 -2.91
O 0.89 -0.24 0.66
H -4.20 -3.90 -1.63
H 1.75 3.14 -4.52
H -5.82 0.52 4.46
H 3.78 -4.26 7.12
O -5.07 5.16 -1.70
V 4.95 1.86 4.25
H 5.58 5.52 -3.80
C 4.12 6.36 -4.92
H 3.94 -2.58 6.78
O -3.10 5.44 -1.08
H 0.26 4.16 -4.33
H -6.89 2.33 3.55
O 6.22 1.41 3.38
H 4.56 -7.58 3.75
H -0.82 -4.22 -6.47
H 5.56 5.56 -6.41
H -3.16 -2.16 -3.22
C -3.89 0.60 3.64
H -5.15 -1.65 -4.50
H -2.32 -4.06 -7.21
C -2.31 -1.03 4.52
H 0.94 4.07 -5.84
N -5.18 -2.17 -3.64
H -6.02 1.74 2.24
O 2.07 5.20 -4.52
N 4.82 6.17 -3.69
H -3.97 2.60 5.17
O 5.21 1.69 5.85
H -1.37 -2.63 -6.85
H -1.40 -0.44 4.43
C -3.92 -2.84 -3.60
H 5.41 -3.97 5.42
C -5.86 2.23 3.20
C 3.33 5.10 -5.23
N -4.80 2.04 5.31
H 4.68 6.80 -7.10
C 3.97 -7.46 4.65
C 4.36 -3.84 5.19
H -4.16 -3.96 -5.46
H 2.93 -7.56 4.32
H 2.85 -5.15 4.37
C -1.71 -3.59 -6.45
H 4.64 -2.94 3.36
H 0.05 -0.37 0.20
C 1.12 1.08 0.61
H -4.06 -0.02 2.76
O 0.35 1.90 0.15
C 1.25 4.07 -4.79
H 4.40 -5.19 3.47
O 2.21 1.57 0.96
H 3.16 -2.78 3.89
H 5.18 7.10 -3.55
H 3.06 4.95 -6.28
H 4.14 -8.33 5.28
H -4.52 1.37 6.02
O 4.38 -6.29 5.24
C 3.93 -5.12 4.46
C 3.56 -3.51 6.36
N 4.12 -2.74 4.20
*
```

Electronic energy ... -2779.0349 Eh
Kohn-Sham gap ... 1.443 eV
LUMO ... -0.094 Eh